Computed, not measured: a structure of composition C25H25BrN9O7Sc, with ωB97M-V with the def2-TZVPD basis set.

```
! wB97M-V def2-TZVPD RIJCOSX def2/J DEFGRID3
* xyz 0 1
Sc -0.38 -0.20 -0.02
O 1.27 -1.07 4.10
C 1.73 -2.28 3.71
C 2.08 -3.18 4.71
C 2.54 -4.43 4.39
C 2.67 -4.82 3.05
C 2.34 -3.93 2.05
C 1.87 -2.64 2.36
C 1.53 -1.69 1.28
O 0.93 -0.55 1.56
N 1.85 -2.04 0.06
N 1.42 -1.13 -0.88
C 1.88 -1.29 -2.05
C 1.59 -0.33 -3.13
C 1.84 -0.67 -4.45
C 1.55 0.26 -5.44
C 1.03 1.48 -5.07
C 0.82 1.73 -3.72
N 1.11 0.86 -2.76
H 1.01 -0.59 3.29
H 1.96 -2.87 5.75
H 2.81 -5.13 5.18
H 3.03 -5.81 2.80
H 2.42 -4.19 1.01
H 2.51 -2.16 -2.25
H 2.23 -1.65 -4.69
H 1.73 0.02 -6.48
H 0.79 2.24 -5.80
H 0.40 2.68 -3.39
Br -0.39 -4.35 -1.51
C -1.76 -3.16 -2.05
C -2.95 -3.69 -2.52
C -3.92 -2.81 -2.97
C -3.66 -1.46 -2.96
C -2.45 -1.03 -2.45
N -1.51 -1.86 -1.97
C -2.09 0.43 -2.41
O -2.52 1.18 -3.25
O -1.25 0.74 -1.45
H -3.10 -4.76 -2.53
H -4.86 -3.19 -3.34
H -4.36 -0.72 -3.33
C -0.48 1.96 2.48
N -0.33 1.97 1.00
C 1.00 2.57 0.68
N 1.13 3.91 1.23
C 0.94 3.85 2.68
N -0.37 3.30 3.04
C -1.41 4.15 2.45
N -1.27 4.22 0.99
C -1.38 2.88 0.44
C 0.06 4.75 0.67
H 0.30 1.34 2.90
H -1.45 1.53 2.73
H 1.11 2.59 -0.40
H 1.77 1.93 1.11
H 1.03 4.85 3.09
H 1.72 3.22 3.11
H -1.33 5.15 2.87
H -2.39 3.74 2.70
H -1.28 2.91 -0.64
H -2.36 2.46 0.68
H 0.15 5.76 1.08
H 0.17 4.79 -0.41
O -2.27 -0.19 0.92
N -2.31 -1.47 0.78
O -3.33 -2.09 0.67
O -1.15 -2.02 0.72
*
```

Output
- ΔE to the lowest compared entry with this formula, charge and spin (kcal per mole) = 28.2
- LUMO energy (eV) = -0.588
- gap between HOMO and LUMO (eV) = 7.6



Computed, not measured: the molecule C3H4N2O, with ωB97M-V with the def2-TZVPD basis set.

```
! wB97M-V def2-TZVPD RIJCOSX def2/J DEFGRID3
* xyz 0 1
O -1.23 -0.53 -2.00
C -0.55 -0.34 -0.84
N -0.45 0.92 -0.39
N 0.17 0.96 0.74
C 0.71 -0.54 0.99
C 0.07 -1.32 -0.07
H -1.42 0.38 -2.29
H 0.38 1.94 1.00
H 0.50 -0.98 2.01
H 1.82 -0.50 0.85
*
```

Output
- ΔE to the lowest compared entry with this formula, charge and spin (kcal per mole) = 108.5
- LUMO energy (eV) = -0.516
- gap between HOMO and LUMO (eV) = 8.2



Computed, not measured: the molecule C5H11N, with ωB97M-V with the def2-TZVPD basis set.

```
! wB97M-V def2-TZVPD RIJCOSX def2/J DEFGRID3
* xyz 0 1
C -2.15 0.96 -0.80
C -1.38 0.12 0.21
N -0.03 -0.13 -0.30
C 0.55 -1.46 -0.19
C 1.07 -0.33 0.63
C 2.36 0.39 0.31
H -3.16 1.19 -0.44
H -1.63 1.91 -0.99
H -2.24 0.43 -1.75
H -1.31 0.65 1.17
H -1.91 -0.83 0.41
H -0.02 -2.23 0.33
H 1.10 -1.82 -1.06
H 0.81 -0.38 1.69
H 3.23 -0.11 0.75
H 2.33 1.42 0.69
H 2.48 0.44 -0.77
*
```

Output
- ΔE to the lowest compared entry with this formula, charge and spin (kcal per mole) = 28.2
- SMILES = CCN1C[C@H]1C
- LUMO energy (eV) = 1.251
- gap between HOMO and LUMO (eV) = 10.2



Computed, not measured: the ion C10H22IN2O with charge +1, with ωB97M-V with the def2-TZVPD basis set.

```
! wB97M-V def2-TZVPD RIJCOSX def2/J DEFGRID3
* xyz 1 1
C 4.33 0.07 0.53
C 2.77 -0.32 0.19
I 2.75 -1.65 -1.61
C 1.95 1.03 -0.25
C 0.66 1.39 0.68
C -0.22 2.42 -0.30
C -1.82 1.96 -0.17
C -1.65 1.17 1.30
N -0.40 0.33 0.97
C -0.58 -0.83 0.01
C -2.04 -1.58 0.11
O -2.32 -2.22 1.41
C -2.11 -2.79 -1.04
N -2.02 -2.04 -2.38
H 4.95 -0.86 0.94
H 4.85 0.47 -0.45
H 4.44 0.90 1.35
H 2.30 -0.89 1.12
H 1.69 0.99 -1.41
H 2.71 1.94 -0.13
H 0.99 2.11 1.56
H 0.17 2.56 -1.41
H -0.02 3.48 0.21
H -2.64 2.79 -0.24
H -2.04 1.30 -1.12
H -2.58 0.62 1.74
H -1.33 2.09 1.99
H -0.10 0.01 1.94
H 0.27 -1.62 0.26
H -0.37 -0.40 -1.08
H -2.97 -0.86 -0.12
H -1.95 -1.70 2.18
H -3.14 -3.35 -0.99
H -1.18 -3.52 -0.96
H -2.34 -1.04 -2.20
H -1.01 -1.97 -2.64
*
```

Output
- SMILES = C[C@H](I)C[C@H]1CCC[N@H+]1C[C@H](O)CN
- LUMO energy (eV) = -3.344
- gap between HOMO and LUMO (eV) = 9.2



Computed, not measured: a structure of composition C53H46N6O2PSSc, with ωB97M-V with the def2-TZVPD basis set.

```
! wB97M-V def2-TZVPD RIJCOSX def2/J DEFGRID3
* xyz 2 1
Sc -0.23 0.14 -1.01
C -4.33 -1.84 -1.72
C -3.20 -0.92 -1.57
N -1.95 -1.23 -1.40
N -1.73 -2.61 -1.36
C -0.42 -2.81 -1.43
O 0.39 -1.78 -1.43
C 0.09 -4.22 -1.43
C 1.44 -4.54 -1.65
C 1.83 -5.87 -1.55
C 0.95 -6.91 -1.26
C -0.36 -6.58 -1.01
C -0.78 -5.26 -1.09
C -3.34 0.52 -1.84
C -4.56 0.99 -2.30
C -4.64 2.34 -2.63
C -3.48 3.12 -2.56
C -2.31 2.52 -2.08
N -2.21 1.25 -1.73
H -4.09 -2.84 -1.37
H -4.52 -1.89 -2.78
H -5.22 -1.50 -1.19
H 2.15 -3.77 -1.86
H 2.86 -6.14 -1.74
H 1.31 -7.96 -1.23
H -1.06 -7.37 -0.75
H -1.79 -4.99 -0.80
H -5.36 0.25 -2.38
H -5.54 2.79 -3.04
H -3.50 4.14 -2.91
H -1.37 3.10 -1.97
N 3.19 -1.64 -0.35
C 3.24 -2.26 0.91
C 4.36 -2.96 1.32
C 4.50 -3.58 2.55
C 3.47 -3.43 3.44
C 2.31 -2.73 3.07
C 2.18 -2.15 1.81
P 0.78 -0.98 1.51
C 1.01 0.17 2.93
C 0.20 0.06 4.07
C 0.49 0.79 5.23
C 1.66 1.57 5.28
C 2.51 1.61 4.16
C 2.17 0.94 2.99
C -0.75 -1.98 1.79
C -0.68 -3.36 1.93
C -1.87 -4.08 2.06
C -3.08 -3.46 1.94
C -3.11 -2.07 1.75
C -1.96 -1.31 1.70
H 3.99 -1.86 -0.91
H 2.40 -1.93 -0.94
H 5.24 -3.05 0.66
H 5.48 -4.05 2.80
H 3.50 -3.80 4.47
H 1.56 -2.50 3.84
H -0.64 -0.62 3.99
H -0.13 0.69 6.08
H 1.90 2.14 6.14
H 3.42 2.21 4.17
H 2.81 1.00 2.10
H 0.28 -3.86 1.90
H -1.84 -5.17 2.18
H -4.00 -4.01 1.97
H -4.08 -1.62 1.72
H -2.00 -0.22 1.65
N 1.96 0.88 -1.06
C 2.59 0.82 -2.36
C 3.93 0.78 -2.63
C 4.37 0.72 -4.00
C 3.51 0.76 -5.06
C 2.14 0.70 -4.79
C 1.20 0.60 -5.84
C -0.09 0.43 -5.49
C -0.51 0.46 -4.18
N 0.35 0.64 -3.18
C 1.68 0.74 -3.44
H 2.07 1.80 -0.61
H 2.47 0.17 -0.46
H 4.61 0.71 -1.78
H 5.45 0.72 -4.21
H 3.88 0.72 -6.04
H 1.49 0.53 -6.88
H -0.84 0.33 -6.27
H -1.56 0.31 -4.00
O -0.48 1.75 0.36
S -1.00 2.51 1.63
C 0.28 3.68 2.05
C 1.35 3.81 1.19
C 2.41 4.67 1.55
C 2.43 5.33 2.80
C 1.37 5.12 3.67
C 0.30 4.29 3.31
C -2.26 3.57 0.97
C -3.59 3.25 1.24
C -4.59 4.01 0.63
C -4.25 5.12 -0.12
C -2.92 5.50 -0.28
C -1.92 4.72 0.23
H 1.32 3.36 0.19
H 3.19 4.85 0.84
H 3.28 5.91 3.15
H 1.42 5.58 4.65
H -0.56 4.24 3.95
H -3.81 2.38 1.85
H -5.63 3.78 0.82
H -5.04 5.72 -0.55
H -2.67 6.42 -0.83
H -0.86 4.99 0.15
*
```

Output
- ΔE to the lowest compared entry with this formula, charge and spin (kcal per mole) = 0.0
- LUMO energy (eV) = -5.408
- gap between HOMO and LUMO (eV) = 7.2



Computed, not measured: a structure of composition C40H61As3FN4OPSe2SiTi, with ωB97M-V with the def2-TZVPD basis set.

```
! wB97M-V def2-TZVPD RIJCOSX def2/J DEFGRID3
* xyz -2 3
Ti 1.18 -1.30 -0.46
C -3.72 3.38 -0.80
As -2.00 2.63 -0.21
C -1.21 2.85 -1.99
C -1.17 4.28 0.50
C -1.52 4.77 1.92
C -3.04 4.78 2.09
C -0.92 3.94 3.09
As 0.00 2.19 2.81
C -1.53 1.04 3.24
C 0.79 2.23 4.60
C -1.05 6.24 2.06
As 0.80 6.86 1.77
C 1.93 5.33 2.21
C 0.97 6.72 -0.18
H -3.60 4.41 -1.14
H -4.48 3.34 -0.02
H -4.06 2.77 -1.64
H -1.72 3.66 -2.52
H -1.32 1.92 -2.55
H -0.15 3.08 -1.92
H -1.40 5.08 -0.21
H -0.09 4.09 0.43
H -3.44 3.76 2.08
H -3.53 5.34 1.28
H -3.32 5.23 3.04
H -1.70 3.74 3.83
H -0.17 4.54 3.62
H -1.92 1.29 4.23
H -1.23 -0.01 3.24
H -2.30 1.18 2.48
H 0.01 2.42 5.35
H 1.55 3.00 4.65
H 1.25 1.27 4.82
H -1.30 6.58 3.07
H -1.63 6.87 1.38
H 2.13 5.29 3.28
H 2.88 5.48 1.68
H 1.50 4.38 1.89
H 0.12 7.20 -0.66
H 1.03 5.69 -0.53
H 1.87 7.25 -0.48
Se 3.52 -1.43 -0.85
P 0.48 -3.82 -0.04
Se -1.22 -4.04 1.33
C 1.96 -4.50 0.85
C 3.16 -4.73 0.16
C 4.29 -5.17 0.83
C 4.25 -5.36 2.21
C 3.07 -5.13 2.90
C 1.93 -4.70 2.22
C 0.14 -5.15 -1.27
C 0.82 -6.36 -1.37
C 0.43 -7.33 -2.29
C -0.65 -7.11 -3.13
C -1.35 -5.91 -3.03
C -0.96 -4.95 -2.11
H 3.21 -4.55 -0.90
H 5.21 -5.32 0.29
H 5.14 -5.68 2.74
H 3.03 -5.26 3.98
H 1.00 -4.53 2.75
H 1.66 -6.56 -0.71
H 0.98 -8.26 -2.35
H -0.95 -7.86 -3.84
H -2.22 -5.72 -3.66
H -1.53 -4.03 -2.02
C 0.76 -0.54 -5.42
Si 0.35 -1.30 -3.75
C -1.51 -1.50 -3.80
C 1.20 -2.96 -3.79
N 0.71 -0.38 -2.32
C 1.48 0.76 -2.23
C 2.21 1.40 -3.25
C 2.96 2.55 -3.00
C 3.04 3.11 -1.74
C 2.32 2.52 -0.71
C 1.58 1.41 -0.99
F 0.79 0.86 0.01
H 0.26 -1.16 -6.18
H 1.83 -0.54 -5.64
H 0.38 0.49 -5.53
H -1.82 -1.96 -4.74
H -2.00 -0.52 -3.72
H -1.89 -2.12 -2.98
H 0.49 -3.79 -3.89
H 1.78 -3.12 -2.88
H 1.90 -3.00 -4.63
H 2.21 0.97 -4.24
H 3.51 2.99 -3.83
H 3.64 3.99 -1.55
H 2.34 2.88 0.31
N 2.79 -0.35 2.26
C 1.68 -1.09 2.49
O 0.92 -1.40 1.52
C 1.39 -1.46 3.84
C 2.38 -1.21 4.83
N 3.20 -0.98 5.61
C 0.16 -2.02 4.28
N -0.82 -2.42 4.75
H 3.17 -0.45 1.31
H 3.48 -0.33 3.00
C -4.03 -2.89 -0.81
C -3.59 -1.68 0.02
C -4.24 -0.41 -0.53
C -2.09 -1.57 0.09
H -5.12 -3.01 -0.78
H -3.56 -3.80 -0.45
H -3.75 -2.75 -1.86
H -3.95 -1.83 1.04
H -3.79 -0.14 -1.50
H -4.08 0.44 0.15
H -5.32 -0.54 -0.67
H -1.69 -0.83 0.77
H -1.56 -1.64 -0.86
*
```

Output
- ΔE to the lowest compared entry with this formula, charge and spin (kcal per mole) = 29.5
- expectation value of S² = 2.017
- LUMO energy (alpha / beta) (eV) = 3.871 / 3.870
- gap between HOMO and LUMO (alpha / beta) (eV) = 5.0 / 5.9



Computed, not measured: a structure of composition C3H5MgO3, with ωB97M-V with the def2-TZVPD basis set.

```
! wB97M-V def2-TZVPD RIJCOSX def2/J DEFGRID3
* xyz 2 2
H 1.93 0.99 -0.42
C 1.09 1.45 -0.96
C -0.35 1.11 -0.55
O -0.49 0.63 0.79
C -0.42 -0.62 1.08
O -0.92 -0.84 2.24
H 1.30 2.48 -0.65
H 0.02 2.05 -1.64
H -1.27 -1.74 2.33
Mg 0.17 -1.96 -0.60
O 0.36 -0.09 -1.44
H -1.04 1.98 -0.51
*
```

Output
- ΔE to the lowest compared entry with this formula, charge and spin (kcal per mole) = 148.9
- expectation value of S² = 0.760
- LUMO energy (alpha / beta) (eV) = -10.828 / -11.593
- gap between HOMO and LUMO (alpha / beta) (eV) = 8.0 / 7.8



Computed, not measured: the molecule C4H10O2, with ωB97M-V with the def2-TZVPD basis set.

```
! wB97M-V def2-TZVPD RIJCOSX def2/J DEFGRID3
* xyz 0 1
C 2.29 -0.93 -0.41
O 1.31 -0.22 0.31
C 0.43 0.52 -0.52
C -0.77 0.95 0.36
C -2.31 0.24 -0.08
O -0.96 0.05 1.45
H 1.83 -1.60 -1.15
H 2.97 -0.25 -0.94
H 2.86 -1.53 0.31
H 0.08 -0.13 -1.34
H 0.99 1.36 -1.00
H -0.41 1.91 0.86
H -2.68 -0.75 0.36
H -2.20 0.06 -1.13
H -3.07 0.96 0.21
H -0.41 -0.70 1.24
*
```

Output
- ΔE to the lowest compared entry with this formula, charge and spin (kcal per mole) = 95.9
- SMILES = COC[C@@H](C)O
- LUMO energy (eV) = 0.989
- gap between HOMO and LUMO (eV) = 9.4



Computed, not measured: the molecule C3H6N2O, with ωB97M-V with the def2-TZVPD basis set.

```
! wB97M-V def2-TZVPD RIJCOSX def2/J DEFGRID3
* xyz 0 1
C -0.89 0.37 0.82
C -0.43 0.21 -0.62
N -0.81 0.88 -1.63
N 0.58 -0.75 -0.79
C 1.46 -0.91 0.28
O 2.64 -0.69 0.23
H -1.78 1.01 0.84
H -0.12 0.84 1.45
H -1.13 -0.59 1.28
H -1.52 1.56 -1.36
H 1.04 -0.69 -1.70
H 0.96 -1.27 1.19
*
```

Output
- ΔE to the lowest compared entry with this formula, charge and spin (kcal per mole) = 20.5
- SMILES = [H]/N=C(\C)NC=O
- LUMO energy (eV) = 0.826
- gap between HOMO and LUMO (eV) = 10.8



no.,energy (eV),F_max (Eh/bohr)
1,-144819.007,0.034
2,-8199.182,0.026
3,-6852.307,0.005
4,-23843.274,0.101
5,-109560.522,0.040
6,-406689.106,0.027
7,-14751.397,0.133
8,-8401.390,0.077
9,-8235.810,0.010